{"formula": "C21H16MgN6OS", "method": "ωB97M-V with the def2-TZVPD basis set", "symbols": ["Mg", "N", "C", "C", "C", "C", "C", "C", "N", "C", "C", "C", "S", "C", "N", "H", "H", "H", "H", "H", "H", "H", "C", "C", "C", "C", "C", "C", "N", "N", "C", "C", "C", "C", "C", "N", "H", "H", "H", "H", "H", "H", "H", "H", "H", "O"], "xyz": [[0.292, 0.026, -0.329], [-2.101, 3.244, 0.654], [-0.924, 3.894, 1.077], [-0.764, 5.168, 1.616], [0.544, 5.569, 1.955], [1.641, 4.697, 1.750], [1.443, 3.414, 1.202], [0.142, 3.054, 0.880], [-0.281, 1.875, 0.344], [-1.619, 1.984, 0.207], [-2.400, 0.852, -0.358], [-3.704, 0.772, -0.567], [-4.154, -0.825, -1.276], [-2.400, -1.236, -1.205], [-1.670, -0.359, -0.751], [-3.068, 3.598, 0.667], [-1.611, 5.824, 1.768], [0.710, 6.552, 2.377], [2.639, 5.019, 2.016], [2.272, 2.737, 1.039], [-4.408, 1.562, -0.341], [-1.976, -2.173, -1.529], [1.993, -3.474, -4.670], [1.923, -4.309, -3.557], [1.539, -3.793, -2.315], [1.219, -2.434, -2.166], [1.296, -1.613, -3.299], [1.679, -2.124, -4.542], [0.822, -1.823, -0.959], [0.775, -2.603, 0.020], [0.380, -2.079, 1.290], [0.345, -3.003, 2.334], [-0.026, -2.597, 3.615], [-0.357, -1.267, 3.835], [-0.303, -0.399, 2.760], [0.053, -0.769, 1.511], [2.291, -3.875, -5.635], [2.167, -5.364, -3.653], [1.492, -4.465, -1.463], [1.052, -0.556, -3.207], [1.731, -1.466, -5.406], [0.607, -4.040, 2.147], [-0.055, -3.314, 4.431], [-0.650, -0.916, 4.817], [-0.551, 0.652, 2.876], [1.972, 0.381, 0.042]], "total_charge": 0, "homo_energy_ev": [-7.86, -5.28], "total_energy_ha": -1811.861042, "homo_lumo_gap_ev": [7.2, 4.6], "largest_force_ha_per_bohr": 0.104, "spin_multiplicity": 1}



{"formula": "C4H13NOS2", "method": "ωB97M-V with the def2-TZVPD basis set", "symbols": ["S", "S", "C", "C", "N", "C", "C", "H", "H", "H", "H", "H", "H", "H", "H", "H", "H", "H", "H", "H", "O"], "xyz": [[-1.029, -3.842, 1.760], [0.504, -2.494, 1.900], [-0.125, -0.828, 2.083], [-0.941, -0.309, 0.885], [-0.259, -0.188, -0.374], [-0.560, 1.000, -1.174], [0.551, 1.116, -2.241], [-1.604, -3.974, 0.568], [0.595, -0.113, 2.489], [-0.955, -0.890, 2.814], [-1.298, 0.682, 1.200], [-1.826, -0.962, 0.790], [-0.104, -0.998, -0.978], [-1.546, 1.117, -1.627], [-0.412, 1.763, -0.396], [1.521, 0.776, -1.844], [0.646, 2.128, -2.632], [0.433, 0.385, -3.041], [2.349, 2.371, -0.616], [1.614, 1.390, 0.230], [2.444, 1.870, 0.205]], "total_charge": 1, "homo_energy_ev": [-13.07, -12.99], "total_energy_ha": -1086.213685, "homo_lumo_gap_ev": [9.8, 4.7], "largest_force_ha_per_bohr": 0.060, "spin_multiplicity": 2}



{"formula": "C4H8O", "method": "ωB97M-V with the def2-TZVPD basis set", "symbols": ["C", "C", "O", "H", "H", "H", "H", "C", "C", "H", "H", "H", "H"], "xyz": [[1.302, 0.797, -1.107], [0.677, -0.572, -1.140], [1.277, -1.513, -0.680], [2.164, 0.719, -0.444], [0.690, 1.662, -0.872], [1.758, 0.958, -2.093], [-0.302, -0.752, -1.619], [-0.674, -0.131, 1.611], [-1.880, -0.315, 1.122], [-0.066, -0.951, 1.987], [-0.158, 0.821, 1.579], [-2.431, -1.247, 1.024], [-2.360, 0.526, 0.631]], "total_charge": 0, "homo_energy_ev": -9.85, "smiles": "CC=O.C=C", "total_energy_ha": -232.389666, "homo_lumo_gap_ev": 10.9, "largest_force_ha_per_bohr": 0.023, "spin_multiplicity": 1}



{"formula": "C3H7NO2", "method": "ωB97M-V with the def2-TZVPD basis set", "symbols": ["C", "O", "C", "C", "N", "O", "H", "H", "H", "H", "H", "H", "H"], "xyz": [[-2.070, -0.152, -0.110], [-1.119, -0.818, 0.699], [0.294, -0.721, 0.201], [0.793, 0.694, 0.193], [2.226, 0.482, -0.157], [0.257, 1.767, 0.089], [-3.050, -0.614, 0.045], [-2.159, 0.901, 0.182], [-1.826, -0.215, -1.179], [0.852, -1.312, 0.931], [0.315, -1.163, -0.798], [2.691, 1.337, -0.442], [2.797, -0.185, 0.346]], "total_charge": 0, "homo_energy_ev": -9.64, "smiles": "COCC(N)=O", "total_energy_ha": -323.712775, "homo_lumo_gap_ev": 10.4, "largest_force_ha_per_bohr": 0.086, "spin_multiplicity": 1}



{"formula": "C22H35ClN2P", "method": "ωB97M-V with the def2-TZVPD basis set", "symbols": ["Cl", "C", "C", "C", "C", "C", "C", "C", "C", "C", "C", "C", "H", "H", "H", "H", "H", "H", "H", "H", "H", "H", "C", "C", "C", "C", "N", "C", "C", "C", "N", "C", "C", "C", "C", "P", "H", "H", "H", "H", "H", "H", "H", "H", "H", "H", "H", "H", "H", "H", "H", "H", "H", "H", "H", "H", "H", "H", "H", "H", "H"], "xyz": [[4.471, 1.293, 7.130], [2.770, 1.453, 7.002], [2.119, 2.486, 7.696], [0.732, 2.577, 7.641], [-0.037, 1.647, 6.895], [-1.468, 1.733, 6.871], [-2.347, 0.873, 6.020], [-3.816, 1.363, 6.314], [-3.608, 2.500, 7.266], [-2.266, 2.674, 7.556], [0.659, 0.640, 6.162], [2.045, 0.544, 6.218], [2.703, 3.207, 8.263], [0.231, 3.390, 8.168], [-2.115, 1.006, 4.952], [-2.233, -0.201, 6.231], [-4.309, 1.675, 5.383], [-4.416, 0.553, 6.753], [-4.427, 3.090, 7.670], [-1.872, 3.436, 8.222], [0.098, -0.050, 5.527], [2.572, -0.231, 5.661], [-4.417, -4.588, 9.902], [-3.420, -3.693, 10.619], [-4.053, -3.146, 11.893], [-2.210, -4.548, 10.997], [-3.088, -2.515, 9.755], [-2.929, -2.735, 8.302], [-1.578, -3.320, 7.929], [-0.396, -2.511, 8.458], [-0.529, -2.055, 9.846], [0.695, -1.607, 10.570], [1.234, -2.717, 11.479], [0.375, -0.403, 11.451], [1.782, -1.246, 9.573], [-1.997, -1.406, 10.335], [-2.029, -0.194, 9.494], [-3.974, -5.070, 9.022], [-4.723, -5.386, 10.591], [-5.308, -4.016, 9.618], [-3.366, -2.518, 12.475], [-4.932, -2.547, 11.629], [-4.380, -3.980, 12.527], [-1.439, -3.987, 11.541], [-2.569, -5.347, 11.665], [-1.752, -5.038, 10.129], [-3.729, -3.426, 8.016], [-3.092, -1.778, 7.768], [-1.502, -4.359, 8.277], [-1.512, -3.382, 6.835], [0.503, -3.140, 8.423], [-0.234, -1.641, 7.785], [1.476, -3.635, 10.926], [2.163, -2.354, 11.944], [0.540, -2.969, 12.291], [-0.008, 0.433, 10.852], [-0.354, -0.655, 12.231], [1.297, -0.074, 11.948], [1.428, -0.483, 8.866], [2.641, -0.824, 10.115], [2.147, -2.128, 9.024]], "total_charge": 1, "homo_energy_ev": -10.07, "total_energy_ha": -1770.074820, "homo_lumo_gap_ev": 4.4, "largest_force_ha_per_bohr": 0.042, "spin_multiplicity": 1}



{"formula": "C3H2N2O", "method": "ωB97M-V with the def2-TZVPD basis set", "symbols": ["O", "C", "C", "N", "N", "C", "H", "H"], "xyz": [[0.859, -1.309, 1.271], [0.321, -0.499, 0.522], [0.285, -0.568, -0.918], [-0.134, 0.586, -1.382], [-0.796, 1.255, -0.299], [-0.470, 0.696, 0.709], [0.931, -1.304, -1.503], [-0.996, 1.141, 1.599]], "total_charge": 0, "homo_energy_ev": -10.61, "smiles": "O=C1C=NN=C1", "total_energy_ha": -300.156013, "homo_lumo_gap_ev": 8.6, "largest_force_ha_per_bohr": 0.155, "spin_multiplicity": 1}